No. 1
The following is a quantum chemistry calculation of a cluster of 2 separate species, C4H12OS2 in total at a distorted geometry, from the OMol25 dataset.

```
19
Properties=species:S:1:pos:R:3:forces:R:3:nbo_charge:R:1
S 0.676 -2.344 -1.045 0.278 -2.049 1.745 -0.279
S -0.019 -0.828 -2.263 -1.070 2.604 -1.835 -0.271
O 0.877 2.513 2.673 0.018 0.518 0.360 -0.968
C 0.412 2.116 -1.740 0.041 -1.484 3.709 -0.699
C -0.768 -2.575 0.092 -0.698 -2.136 -0.707 -0.540
C -0.871 -1.511 1.174 2.903 -3.045 1.058 -0.631
C 0.585 0.611 -1.242 0.118 -0.051 0.154 -0.549
H 0.910 2.831 -0.991 -0.349 -1.010 -1.245 0.188
H 0.810 2.065 -2.674 1.667 0.629 -2.672 0.205
H -1.517 -1.951 1.925 -0.123 0.479 0.594 0.198
H -1.211 -0.626 0.803 -1.248 2.346 -0.945 0.199
H -0.669 -3.688 0.481 0.009 2.425 -0.360 0.210
H 0.066 0.328 -0.293 1.009 1.050 -0.434 0.190
H -1.758 -2.602 -0.468 1.266 0.135 0.173 0.196
H -0.584 2.442 -1.878 -1.280 0.052 0.155 0.199
H -0.043 2.395 2.959 0.602 -0.462 -0.500 0.470
H 1.692 0.416 -1.237 -0.977 0.267 0.625 0.194
H 1.210 1.751 2.186 -0.623 -0.070 0.089 0.485
H 0.201 -1.343 1.540 -1.541 -0.198 0.035 0.204
```
Positions in Å, forces in eV/Å.

Output
HOMO-LUMO gap (alpha / beta) in eV: 2.58 / 7.67
<S²>: 0.75
DFT total energy in eV: -28058.904
Multiplicity: 2
Largest force on an atom in hartree/bohr: 0.0844
ΔE to the lowest compared entry with this formula, charge and spin in kcal/mol: 32.3
Net charge: -1

---

No. 2
The following is a quantum chemistry calculation of a cluster of 3 separate species, C19H39NO10 in total at a distorted geometry, from the OMol25 dataset.

```
69
Properties=species:S:1:pos:R:3:forces:R:3:nbo_charge:R:1
O -4.912 -3.574 -2.143 0.097 -0.054 -0.157 -0.549
O 4.576 -0.891 -0.464 -0.071 0.325 0.002 -0.527
O -2.440 -2.560 -3.942 -0.031 -0.120 0.098 -0.552
O 1.830 -1.466 -2.260 0.311 -0.203 -0.070 -0.576
O 1.468 3.042 2.328 -0.059 0.134 0.094 -0.552
O -0.757 3.459 4.626 0.189 0.021 -0.015 -0.548
O 1.647 5.285 4.395 0.097 0.150 0.086 -0.538
O -2.948 -5.503 -3.478 0.067 -0.190 -0.033 -0.539
O 1.938 0.769 -2.320 0.440 0.141 0.445 -0.673
O 6.499 -0.164 -1.275 0.049 -0.103 -0.195 -0.544
N 1.507 -0.253 -0.295 -0.173 -0.028 0.987 -0.528
C -1.095 -2.332 -3.575 -0.025 0.110 0.033 -0.249
C -2.874 -4.968 -2.171 0.159 0.107 0.059 -0.079
C -0.776 3.002 5.961 -0.073 -0.062 -0.037 -0.249
C 2.218 3.994 4.477 -0.032 -0.120 0.157 -0.079
C -2.659 -3.506 -4.965 0.016 0.096 -0.150 -0.084
C 0.392 5.476 3.771 -0.007 0.050 -0.190 -0.080
C 2.569 3.301 3.172 0.100 -0.107 -0.081 -0.085
C -0.823 4.857 4.443 -0.194 0.036 0.004 -0.085
C 5.385 0.103 -0.936 0.148 0.027 -0.018 0.798
C 1.512 3.610 1.035 -0.020 -0.195 -0.046 -0.254
C -0.813 0.315 -0.560 -0.014 -0.262 0.092 -0.470
C -3.461 -4.727 -4.544 -0.185 -0.015 -0.052 -0.079
C 1.775 -0.412 -1.703 -0.134 0.278 0.038 0.920
C 3.777 -0.632 0.696 -0.057 -0.213 0.200 -0.078
C 4.819 1.498 -1.082 -0.294 -0.097 0.541 -0.747
C -4.180 -4.592 -1.492 -0.078 0.004 0.159 -0.085
C -6.219 -3.902 -2.557 -0.010 0.097 0.051 -0.248
C 0.127 -0.568 -0.150 -0.168 0.414 0.044 0.022
C 2.369 -1.139 0.504 0.094 -0.099 -0.050 -0.251
H -6.379 -4.983 -2.595 0.002 -0.002 -0.011 0.170
H 3.802 0.421 0.973 -0.101 0.032 -0.023 0.190
H 1.910 -1.253 1.485 -0.043 0.167 0.031 0.216
H -6.381 -3.494 -3.557 -0.008 0.015 0.010 0.181
H -2.452 -5.776 -1.568 0.004 -0.012 -0.021 0.186
H 1.748 2.839 0.295 0.027 0.042 -0.041 0.183
H -1.676 5.065 3.786 -0.012 0.098 0.047 0.181
H -1.040 -2.245 -2.488 0.020 0.015 -0.007 0.179
H -3.911 -4.221 -0.495 0.002 -0.117 0.043 0.178
H -0.732 -1.395 -4.008 0.050 -0.033 -0.033 0.175
H -3.447 -5.401 -5.405 0.001 -0.019 0.017 0.185
H -0.829 1.323 -0.163 0.917 0.549 -1.312 0.219
H -3.241 -3.013 -5.754 0.043 -0.069 -0.074 0.178
H -2.160 -4.144 -2.118 -0.149 0.120 -0.086 0.175
H 4.216 -1.205 1.516 0.126 0.037 -0.018 0.196
H 1.627 3.336 5.116 -0.130 -0.023 -0.168 0.173
H -1.710 -3.822 -5.412 0.045 -0.012 0.107 0.168
H 5.492 2.184 -0.572 0.095 0.089 -0.179 0.245
H 4.765 1.750 -2.138 0.180 0.006 -0.031 0.244
H 0.229 6.557 3.806 0.027 0.002 0.004 0.187
H 3.170 4.147 4.995 -0.008 0.023 0.004 0.187
H 0.432 5.213 2.713 -0.013 -0.219 0.064 0.171
H -1.588 -0.011 -1.247 -1.009 -0.239 1.240 0.215
H -0.437 -3.147 -3.885 -0.001 -0.007 0.005 0.178
H -1.769 2.622 6.222 -0.009 0.051 0.042 0.176
H 3.339 3.873 2.643 -0.067 0.064 -0.032 0.168
H -0.063 2.181 6.058 -0.014 -0.011 -0.008 0.180
H 3.827 1.614 -0.654 -0.049 -0.007 -0.112 0.227
H -6.957 -3.455 -1.884 -0.021 -0.061 0.020 0.175
H 2.420 -2.135 0.050 -0.023 -0.015 -0.006 0.219
H 2.488 0.602 -3.097 -0.379 -0.082 -0.391 0.500
H -4.796 -5.486 -1.353 -0.029 0.009 -0.092 0.167
H -1.017 5.364 5.395 0.079 -0.064 0.048 0.168
H 2.246 4.418 0.966 -0.003 0.012 0.018 0.170
H 0.527 4.018 0.800 0.001 -0.013 -0.016 0.183
H -0.112 -1.512 0.345 0.105 -0.659 -1.200 0.180
H -4.509 -4.472 -4.380 0.075 0.161 0.147 0.170
H 3.011 2.334 3.449 0.112 0.052 0.022 0.174
H -0.497 3.787 6.667 0.017 -0.002 -0.002 0.172
```
Positions in Å, forces in eV/Å.

Output
HOMO-LUMO gap in eV: 8.89
DFT total energy in eV: -42293.879
Structure (SMILES): C=CN(CCOC(C)=O)C(=O)O.COCCOCCOC.COCCOCCOC
Largest force on an atom in hartree/bohr: 0.0329
Net charge: 0

---

No. 3
The following is a quantum chemistry calculation of a structure of composition C35H29F3IrN4O3PS2 at a distorted geometry, from the OMol25 dataset.

```
78
Properties=species:S:1:pos:R:3:forces:R:3:mulliken_charge:R:1
Ir -1.647 1.481 -0.511 -1.130 0.552 -0.440 1.708
S -3.473 3.034 0.229 0.143 -0.555 -0.259 -0.347
S -1.249 4.723 1.439 0.157 -0.076 -0.075 -0.030
P 0.708 -1.889 -0.556 0.955 -1.435 -0.966 2.956
F -2.633 0.261 -2.833 -0.182 -0.259 -0.080 -0.240
F -0.953 1.539 -3.280 -0.136 -0.131 -0.063 -0.238
F -2.917 2.398 -2.935 -0.088 -0.031 -0.145 -0.238
O -3.005 -1.014 -0.254 -0.204 0.162 -0.135 -0.556
O -0.882 -1.006 -0.930 0.709 0.053 0.434 -0.682
O 2.101 0.179 1.458 0.105 -0.300 -0.077 -0.443
N -3.085 3.623 2.786 -0.079 -0.031 0.366 -0.076
N -1.486 0.626 1.673 -0.016 0.183 0.017 0.034
N 0.564 1.341 0.261 0.308 0.299 -1.290 -0.285
N -0.373 3.265 -1.285 0.299 -0.240 0.121 0.150
C -2.410 4.377 3.840 0.002 0.038 -0.122 -0.675
C 0.275 -4.179 1.087 0.096 -0.075 -0.014 -0.349
C -1.300 -1.135 3.794 0.003 -0.062 0.071 -0.720
C -0.934 4.212 -2.040 -0.025 0.128 0.106 -0.395
C -0.623 -5.038 1.709 0.052 0.019 -0.047 -0.772
C 0.920 -4.212 -3.904 0.009 -0.012 0.060 -0.672
C 1.693 3.640 -2.404 0.093 0.041 -0.033 -0.773
C -0.225 -3.098 0.377 -0.065 0.378 0.293 0.165
C -2.566 0.300 2.380 0.008 0.032 -0.076 -0.209
C -1.077 4.845 3.248 -0.049 -0.056 -0.107 -0.492
C 2.694 -1.165 1.334 0.103 -0.349 0.021 1.220
C -1.994 -4.808 1.630 -0.033 0.021 -0.014 -0.694
C 2.384 -1.886 0.024 -2.139 0.896 1.013 -0.180
C 5.097 -1.374 0.742 -0.067 0.275 0.373 -0.678
C -1.948 -1.579 -0.348 0.415 -0.133 0.407 -0.065
C 0.900 -3.806 -2.576 0.001 -0.015 -0.058 -0.224
C 4.759 -2.130 -0.431 -1.314 -0.352 -0.702 -0.660
C 4.148 -0.898 1.556 0.227 -0.135 -0.096 -1.218
C -2.653 3.714 1.542 0.024 0.193 -0.134 0.191
C -1.589 -2.864 0.313 -0.159 0.070 -0.004 0.016
C 0.838 -1.500 -3.290 0.026 -0.003 0.028 -0.308
C -0.173 -0.796 3.058 0.121 -0.175 0.249 -0.798
C -2.080 1.431 -2.474 0.437 0.503 0.594 0.635
C -0.233 4.914 -3.002 -0.045 0.027 -0.011 -1.014
C -2.522 -0.593 3.441 -0.049 0.002 -0.006 -1.195
C 0.930 3.000 -1.442 -0.006 0.096 0.044 0.459
C 0.888 -3.267 -4.920 -0.009 0.024 -0.015 -0.622
C 1.579 2.005 -0.499 -0.129 0.179 -0.286 -1.022
C 1.100 4.601 -3.206 0.067 0.023 -0.064 -0.565
C 0.848 -1.912 -4.614 0.011 0.013 0.032 -0.678
C 3.439 -2.317 -0.790 2.278 0.618 -0.873 -1.082
C -0.311 0.063 1.988 0.052 -0.215 -0.231 1.108
C -2.487 -3.710 0.938 -0.212 -0.004 -0.019 -0.628
C 0.833 0.461 1.097 0.171 -0.069 1.851 -0.346
C 0.861 -2.449 -2.268 -0.273 -0.066 -0.023 0.021
H 0.946 -5.268 -4.144 0.005 0.046 0.018 0.429
H 2.236 2.551 0.183 0.096 0.018 0.057 0.527
H -1.989 4.390 -1.865 0.056 -0.035 -0.029 0.500
H 0.799 -1.191 3.321 -0.080 0.002 -0.038 0.602
H -0.855 5.876 3.509 0.009 0.009 0.045 0.423
H -2.679 -5.491 2.118 0.014 0.027 -0.020 0.443
H -3.549 -3.502 0.879 0.073 -0.031 0.019 0.563
H 1.673 5.097 -3.982 -0.042 -0.026 0.090 0.436
H -0.249 4.213 3.558 0.012 -0.024 0.025 0.294
H -1.223 -1.825 4.627 0.012 0.051 -0.054 0.495
H 3.221 -2.840 -1.711 0.017 0.027 0.051 0.407
H 0.800 -1.172 -5.404 0.031 -0.051 0.038 0.458
H -3.494 0.760 2.053 0.059 -0.047 -0.007 0.669
H -0.256 -5.899 2.252 0.007 0.033 0.007 0.489
H 1.344 -4.353 1.140 -0.033 0.011 -0.004 0.545
H -3.960 3.151 2.957 -0.015 -0.037 -0.005 0.321
H 0.879 -3.590 -5.954 0.017 0.028 0.047 0.394
H -3.430 -0.855 3.970 0.072 0.059 -0.031 0.517
H 6.139 -1.171 0.960 -0.059 -0.005 -0.036 0.413
H 0.783 -0.442 -3.055 -0.065 -0.037 -0.031 0.212
H 2.222 1.302 -1.041 -0.076 -0.034 -0.027 0.374
H -2.244 3.735 4.702 -0.029 -0.045 0.063 0.300
H 2.740 3.379 -2.523 -0.098 0.024 0.017 0.523
H 5.543 -2.533 -1.059 -0.067 -0.111 0.135 0.442
H 4.390 -0.283 2.416 -0.027 -0.094 -0.018 0.483
H -0.736 5.668 -3.595 0.035 -0.072 0.058 0.441
H 2.334 -1.782 2.167 -0.292 0.191 0.092 0.027
H -3.027 5.217 4.154 -0.070 0.057 -0.051 0.351
H 0.910 -4.547 -1.784 -0.022 0.018 -0.021 0.425
```
Positions in Å, forces in eV/Å.

Output
HOMO-LUMO gap (alpha / beta) in eV: 5.68 / 5.96
<S²>: 0.76
DFT total energy in eV: -90811.839
Multiplicity: 2
Largest force on an atom in hartree/bohr: 0.0492
ΔE to the lowest compared entry with this formula, charge and spin in kcal/mol: 15.7
Net charge: +1

---

No. 4
The following is a quantum chemistry calculation of a structure of composition C28H41GeIN8OTeW, from the OMol25 dataset.

```
82
Properties=species:S:1:pos:R:3:forces:R:3:mulliken_charge:R:1
W -0.704 0.271 0.451 0.086 0.028 0.062 0.041
I -2.770 -0.029 2.444 0.025 -0.046 -0.033 0.085
Te 0.555 0.950 -2.049 0.037 0.015 -0.010 0.281
Ge 0.139 0.433 4.194 -0.010 0.023 -0.029 1.050
O -2.008 1.561 -0.421 -0.006 0.040 0.029 0.153
N 1.479 0.416 0.702 -0.074 0.033 -0.013 0.795
N 3.596 1.385 0.606 0.005 -0.019 0.039 0.449
N -2.116 -0.953 -0.862 -0.059 -0.034 0.018 0.506
N 1.737 2.738 0.760 -0.033 0.032 -0.027 0.242
N -1.396 3.577 -1.299 0.031 0.020 -0.003 -0.299
N -0.362 2.121 1.502 0.027 0.115 -0.066 0.707
N 0.308 4.342 1.604 0.001 -0.032 0.013 -0.276
N 0.005 -1.855 0.313 0.009 -0.010 0.046 0.516
C -0.826 -0.676 -4.067 0.015 -0.011 0.002 0.424
C -1.672 -2.472 -5.431 0.001 -0.002 0.003 -0.732
C -0.594 -3.267 -5.056 -0.004 -0.001 0.000 -0.795
C 0.369 -2.764 -4.197 -0.003 -0.003 0.006 -0.560
C -0.945 0.735 -3.542 -0.015 -0.033 0.023 -0.949
C -0.524 -2.682 -0.608 -0.032 -0.054 -0.071 0.498
C -1.761 -2.204 -1.219 0.029 0.050 0.030 0.811
C 2.262 1.465 0.702 0.003 -0.022 -0.011 -0.928
C -2.564 -3.015 -2.010 0.012 -0.018 -0.001 -0.701
C 0.019 -3.934 -0.886 -0.011 0.006 -0.006 -0.810
C -1.785 -1.183 -4.940 -0.003 -0.005 0.006 -0.718
C 0.259 -1.468 -3.697 0.001 0.037 0.013 0.412
C -3.788 -2.548 -2.438 -0.023 0.044 0.005 -1.014
C -3.331 -0.526 -1.258 0.052 -0.003 0.026 -0.916
C 4.216 0.101 0.306 0.006 0.011 -0.023 -1.120
C -0.637 -0.352 2.533 -0.058 -0.093 0.048 -1.123
C 1.010 -2.358 1.065 0.013 0.018 0.036 0.135
C 1.581 -3.592 0.861 0.007 -0.058 -0.035 -1.259
C 4.478 2.512 0.921 -0.013 -0.005 0.016 -1.236
C 0.503 3.052 1.294 -0.004 -0.045 0.018 -0.433
C -2.979 3.492 0.533 -0.014 0.006 0.013 -1.373
C -0.608 2.164 4.705 -0.002 -0.016 -0.019 -1.306
C 2.082 0.584 3.939 -0.008 0.000 0.021 -1.100
C 1.099 -4.394 -0.166 0.008 0.043 0.027 -1.141
C -2.180 2.888 -0.355 -0.008 -0.023 -0.022 0.253
C -4.181 -1.281 -2.036 -0.017 -0.052 -0.033 -0.717
C 1.330 -0.897 -2.797 -0.025 0.020 -0.056 -0.965
C -0.233 -0.880 5.583 0.006 -0.003 -0.002 -1.366
H -2.243 -4.010 -2.274 0.006 0.001 -0.004 0.418
H 2.346 1.454 3.337 -0.007 0.011 0.007 0.165
H -0.127 2.995 4.189 0.011 0.000 -0.010 0.312
H -0.495 -4.269 -5.451 -0.003 0.001 -0.001 0.468
H -0.453 2.304 5.776 0.008 0.001 -0.002 0.463
H -1.683 2.204 4.524 0.013 0.007 -0.001 0.376
H -1.593 4.569 -1.319 -0.011 -0.001 0.002 0.283
H 4.680 3.125 0.040 0.003 0.004 -0.002 0.291
H 1.579 -1.558 -1.967 -0.003 -0.029 0.009 0.271
H 5.242 0.274 -0.007 0.002 0.001 0.003 0.454
H 2.305 3.494 0.416 0.010 0.000 -0.001 0.416
H 4.228 -0.557 1.180 0.007 -0.004 -0.003 0.320
H -5.145 -0.876 -2.308 0.004 0.008 0.002 0.507
H 1.534 -5.363 -0.369 -0.010 -0.003 -0.010 0.498
H -4.430 -3.164 -3.052 0.004 -0.006 0.003 0.510
H -0.597 -1.434 2.682 -0.013 0.003 -0.003 1.116
H -0.634 4.658 1.777 -0.004 -0.001 -0.002 0.260
H -3.509 2.912 1.274 0.004 -0.004 -0.003 0.170
H 1.049 5.020 1.608 0.004 -0.003 0.011 0.195
H -2.620 -0.561 -5.239 0.001 -0.001 0.000 0.492
H 0.193 -0.558 6.533 -0.001 -0.001 -0.001 0.409
H 4.054 3.124 1.715 -0.002 -0.002 0.000 0.434
H -0.781 1.474 -4.326 0.007 0.012 0.011 0.687
H -1.515 3.202 -2.232 -0.008 -0.011 -0.008 0.202
H 2.380 -3.922 1.510 -0.002 0.004 0.003 0.540
H 2.019 -0.434 0.779 0.014 0.005 -0.008 -0.507
H 1.224 -3.372 -3.926 -0.003 0.000 0.000 0.524
H 1.345 -1.753 1.895 0.000 0.024 -0.010 0.370
H 3.695 -0.390 -0.518 -0.005 -0.010 0.010 0.283
H 5.421 2.118 1.289 0.004 0.001 -0.014 0.462
H 2.504 -0.310 3.474 0.005 0.006 0.009 0.271
H -3.614 0.458 -0.925 -0.006 0.011 -0.005 0.668
H 0.194 -1.852 5.331 0.000 -0.001 0.001 0.410
H -0.415 -4.544 -1.663 0.004 -0.004 -0.001 0.519
H 2.242 -0.685 -3.355 0.009 0.000 0.018 0.775
H -3.188 4.551 0.461 0.003 -0.001 -0.005 0.349
H -2.417 -2.856 -6.116 0.001 0.000 0.001 0.489
H -1.308 -1.004 5.719 0.001 0.001 -0.001 0.386
H -1.910 0.918 -3.069 -0.009 0.010 -0.026 0.482
H -1.174 2.462 2.009 -0.001 0.017 -0.003 0.179
H 2.554 0.698 4.915 0.009 0.001 -0.003 0.564
```
Positions in Å, forces in eV/Å.

Output
HOMO-LUMO gap in eV: 6.83
DFT total energy in eV: -117394.758
Largest force on an atom in hartree/bohr: 0.0026
ΔE to the lowest compared entry with this formula, charge and spin in kcal/mol: 0.0
Net charge: +2